[1]
Molecular formula: C54H51BrGe2KN5O4
Method: DFT, ωB97M-V/def2-TZVPD

Properties
**Spin multiplicity**: 2
**Total charge**: -1
**HOMO (alpha / beta)**: -2.94 / -4.65 eV
**HOMO-LUMO gap (alpha / beta)**: 4.84 / 6.55 eV

Positions of all 118 atoms, in Å:
K: 0.047 -1.214 0.388
C: -5.111 -0.707 0.263
C: -5.569 -1.815 -0.419
C: -4.645 -2.698 -0.956
C: -3.285 -2.446 -0.803
N: -2.843 -1.366 -0.152
C: -3.738 -0.532 0.365
C: -2.270 -3.412 -1.308
C: -2.600 -4.386 -2.250
C: -1.647 -5.321 -2.602
C: -0.389 -5.254 -2.032
C: -0.114 -4.205 -1.161
N: -1.042 -3.318 -0.810
C: 1.246 -4.055 -0.568
C: 2.374 -4.354 -1.326
C: 3.626 -4.160 -0.763
C: 3.713 -3.677 0.530
C: 2.534 -3.415 1.213
N: 1.329 -3.610 0.687
H: -5.785 0.019 0.698
H: -6.630 -2.002 -0.529
H: -4.992 -3.587 -1.466
H: -3.342 0.334 0.878
H: -3.578 -4.412 -2.708
H: -1.885 -6.104 -3.313
H: 0.367 -5.992 -2.261
H: 2.273 -4.684 -2.352
H: 4.521 -4.363 -1.339
H: 4.668 -3.480 0.999
H: 2.558 -3.019 2.223
O: 0.641 4.195 1.338
C: -0.217 4.182 2.375
C: -0.321 5.324 3.173
C: -1.201 5.360 4.241
C: -2.004 4.260 4.527
C: -1.898 3.129 3.730
C: -1.007 3.065 2.665
C: -0.913 1.786 1.832
O: -0.402 2.028 0.583
N: -0.101 0.807 2.576
N: -0.623 -0.368 2.875
C: 0.146 -1.257 3.402
C: -0.290 -2.616 3.645
Br: -1.900 -3.157 2.787
C: 0.398 -3.556 4.298
C: 1.668 -3.361 5.016
C: 1.955 -2.220 5.770
C: 3.176 -2.084 6.418
C: 4.132 -3.086 6.336
C: 3.851 -4.236 5.608
C: 2.633 -4.371 4.963
H: 0.425 3.385 0.800
H: 0.301 6.176 2.923
H: -1.269 6.256 4.848
H: -2.705 4.286 5.354
H: -2.514 2.258 3.938
H: -1.916 1.339 1.825
H: 0.908 0.839 2.416
H: 1.194 -1.043 3.600
H: 0.030 -4.574 4.256
H: 1.210 -1.439 5.862
H: 3.378 -1.188 6.992
H: 5.085 -2.974 6.838
H: 4.587 -5.028 5.541
H: 2.420 -5.268 4.390
C: 3.231 -1.411 -3.006
C: 2.534 -0.723 -1.844
O: 1.334 -0.918 -1.691
C: 3.338 0.150 -0.978
C: 4.394 0.872 -1.564
C: 5.120 1.817 -0.876
C: 4.801 2.046 0.473
C: 3.813 1.329 1.095
C: 3.033 0.332 0.421
O: 2.164 -0.350 1.059
H: 2.547 -2.136 -3.442
H: 4.147 -1.900 -2.671
H: 3.498 -0.684 -3.776
H: 4.615 0.718 -2.614
H: 5.899 2.385 -1.369
H: 5.344 2.800 1.033
H: 3.575 1.507 2.139
C: -2.198 1.612 -5.061
Ge: -1.076 0.585 -3.773
C: -1.666 -1.296 -3.977
C: 0.734 0.643 -4.579
Ge: -1.025 1.534 -1.425
C: -2.863 2.270 -1.219
C: -3.961 1.710 -1.873
C: -5.253 2.186 -1.668
C: -5.474 3.234 -0.784
C: -4.394 3.806 -0.118
C: -3.107 3.330 -0.337
C: 0.053 3.114 -1.962
C: -0.495 4.124 -2.756
C: 0.286 5.177 -3.225
C: 1.638 5.235 -2.908
C: 2.199 4.242 -2.114
C: 1.412 3.195 -1.647
H: -2.318 1.027 -5.981
H: -1.688 2.548 -5.308
H: -3.185 1.856 -4.668
H: -1.622 -1.585 -5.033
H: -2.694 -1.431 -3.625
H: -1.011 -1.960 -3.404
H: 0.665 1.035 -5.598
H: 1.168 -0.361 -4.620
H: 1.400 1.293 -4.004
H: -3.811 0.875 -2.553
H: -6.086 1.731 -2.194
H: -6.479 3.606 -0.618
H: -4.553 4.625 0.574
H: -2.275 3.783 0.190
H: -1.551 4.093 -3.010
H: -0.164 5.953 -3.835
H: 2.248 6.054 -3.272
H: 3.250 4.277 -1.848
H: 1.868 2.434 -1.019

***

[2]
Molecular formula: C54H51IIrN5P2SSbTe
Method: DFT, ωB97M-V/def2-TZVPD

Properties
**Spin multiplicity**: 2
**Total charge**: +2
**HOMO (alpha / beta)**: -12.26 / -12.27 eV
**HOMO-LUMO gap (alpha / beta)**: 6.45 / 5.37 eV

Positions of all 117 atoms, in Å:
Ir: 0.132 1.468 -0.906
Te: 4.842 1.658 0.665
C: 5.338 0.196 2.125
C: 5.246 -1.169 1.915
C: 5.540 -2.012 2.980
N: 5.909 -1.569 4.181
C: 6.032 -0.255 4.358
C: 5.759 0.673 3.357
C: 2.800 1.368 0.757
P: 1.694 2.801 0.538
C: 2.766 4.265 0.523
C: 3.496 4.583 1.670
C: 4.375 5.652 1.647
C: 4.521 6.414 0.494
C: 3.779 6.118 -0.639
C: 2.906 5.038 -0.630
C: 0.876 3.000 2.152
C: 1.339 2.389 3.315
C: 0.713 2.647 4.529
C: -0.377 3.505 4.581
C: -0.848 4.107 3.419
C: -0.228 3.850 2.205
P: 1.953 0.060 -0.141
C: 1.335 -1.192 1.023
C: 1.822 -1.331 2.321
C: 1.354 -2.363 3.128
C: 0.398 -3.248 2.643
C: -0.098 -3.103 1.351
C: 0.363 -2.074 0.544
C: 3.121 -0.882 -1.158
C: 3.766 -0.227 -2.209
C: 4.634 -0.918 -3.037
C: 4.879 -2.269 -2.811
C: 4.247 -2.922 -1.764
C: 3.352 -2.240 -0.950
H: 4.963 -1.579 0.956
H: 5.479 -3.089 2.866
H: 6.357 0.071 5.340
H: 5.881 1.733 3.545
H: 3.354 4.017 2.582
H: 4.945 5.896 2.534
H: 5.215 7.245 0.482
H: 3.876 6.724 -1.529
H: 2.334 4.800 -1.515
H: 2.192 1.720 3.269
H: 1.085 2.185 5.435
H: -0.865 3.705 5.526
H: -1.695 4.780 3.464
H: -0.597 4.312 1.295
H: 2.585 -0.651 2.686
H: 1.754 -2.490 4.128
H: 0.049 -4.060 3.270
H: -0.832 -3.802 0.965
H: -0.021 -1.953 -0.465
H: 3.566 0.820 -2.395
H: 5.110 -0.409 -3.864
H: 5.554 -2.812 -3.460
H: 4.447 -3.970 -1.582
H: 2.840 -2.768 -0.156
I: 1.543 2.779 -3.237
C: -0.279 3.121 -2.172
H: -1.101 2.956 -2.859
H: -0.267 4.129 -1.777
S: -0.568 -0.051 -2.665
Sb: -2.570 -1.091 -3.301
C: -4.466 -0.611 -2.513
C: -4.674 -0.877 -1.163
C: -5.913 -0.606 -0.603
C: -6.947 -0.123 -1.394
C: -6.742 0.108 -2.748
C: -5.493 -0.114 -3.312
C: -2.357 -0.981 -5.396
C: -3.449 -0.824 -6.246
C: -3.237 -0.760 -7.617
C: -1.952 -0.867 -8.129
C: -0.869 -1.030 -7.274
C: -1.064 -1.082 -5.902
C: -2.177 -3.052 -2.625
C: -3.213 -3.842 -2.133
C: -2.935 -5.122 -1.667
C: -1.634 -5.603 -1.692
C: -0.604 -4.813 -2.191
C: -0.871 -3.534 -2.660
H: -3.888 -1.289 -0.552
H: -6.070 -0.784 0.454
H: -7.917 0.076 -0.956
H: -7.553 0.462 -3.370
H: -5.339 0.112 -4.356
H: -4.457 -0.770 -5.864
H: -4.080 -0.627 -8.283
H: -1.793 -0.822 -9.199
H: 0.133 -1.115 -7.675
H: -0.215 -1.195 -5.240
H: -4.231 -3.469 -2.110
H: -3.738 -5.743 -1.291
H: -1.421 -6.601 -1.328
H: 0.409 -5.195 -2.221
H: -0.064 -2.918 -3.040
C: -4.675 -0.395 3.559
C: -3.320 -0.351 4.262
C: -2.908 1.088 4.550
C: -2.254 -1.096 3.450
N: -1.934 -0.444 2.174
C: -1.068 0.522 1.906
N: -1.168 0.801 0.617
N: -2.114 -0.035 0.115
N: -2.573 -0.772 1.042
H: -5.419 0.150 4.142
H: -5.032 -1.419 3.432
H: -4.615 0.074 2.573
H: -3.390 -0.888 5.211
H: -2.952 1.704 3.648
H: -1.898 1.143 4.962
H: -3.588 1.526 5.282
H: -2.612 -2.093 3.203
H: -1.327 -1.183 4.012
H: -0.407 0.992 2.615

***

[3]
Molecular formula: C54H51KN8O3S5Te
Method: DFT, ωB97M-V/def2-TZVPD

Properties
**Total charge**: -2
**HOMO**: -0.95 eV
**HOMO-LUMO gap**: 4.18 eV

Positions of all 123 atoms, in Å:
K: 1.197 -1.279 -0.863
N: -2.744 3.261 -0.708
C: -2.037 2.163 -1.087
N: -2.519 0.991 -1.272
C: -3.858 0.777 -0.969
N: -4.361 -0.396 -0.796
N: -3.468 -1.438 -1.012
C: -3.552 -2.357 -0.139
C: -2.675 -3.544 -0.125
C: -2.854 -4.477 0.889
C: -2.023 -5.587 0.936
C: -1.052 -5.723 -0.034
C: -0.940 -4.731 -1.008
N: -1.723 -3.665 -1.057
C: -4.731 1.958 -0.804
C: -6.122 1.876 -0.765
C: -6.891 3.010 -0.585
C: -6.272 4.253 -0.448
C: -4.896 4.357 -0.484
C: -4.125 3.208 -0.657
H: -2.241 4.116 -0.520
H: -0.980 2.333 -1.221
H: -4.274 -2.278 0.680
H: -3.622 -4.319 1.637
H: -2.126 -6.319 1.728
H: -0.359 -6.553 -0.038
H: -0.145 -4.789 -1.744
H: -6.573 0.898 -0.871
H: -7.970 2.936 -0.555
H: -6.871 5.144 -0.310
H: -4.406 5.318 -0.375
C: 0.491 5.811 2.202
C: 0.776 4.607 1.345
C: 0.963 4.699 -0.011
C: 1.196 3.589 -0.852
C: 1.556 3.958 -2.242
O: 1.900 5.115 -2.480
C: 1.489 3.046 -3.443
C: 0.552 2.035 -3.624
C: 0.431 1.403 -4.853
C: 1.278 1.730 -5.899
C: 2.253 2.704 -5.714
C: 2.340 3.367 -4.503
C: 1.192 2.263 -0.294
O: 1.211 1.185 -0.955
C: 1.131 2.212 1.153
C: 0.920 3.327 1.916
C: 1.302 0.894 1.842
N: 0.390 0.021 1.977
C: -0.908 0.257 1.400
C: -1.966 -0.555 2.114
Te: -2.124 -0.090 4.195
C: -2.909 1.835 3.831
C: -2.243 2.963 4.301
C: -2.760 4.231 4.071
C: -3.938 4.383 3.355
C: -4.602 3.262 2.875
C: -4.091 1.995 3.114
C: 2.631 0.604 2.451
C: 2.775 -0.483 3.312
C: 4.007 -0.774 3.866
C: 5.114 0.007 3.559
C: 4.981 1.080 2.693
C: 3.743 1.381 2.143
H: 0.573 6.727 1.615
H: 1.195 5.886 3.035
H: -0.514 5.778 2.631
H: 0.954 5.674 -0.486
H: -0.075 1.708 -2.811
H: -0.313 0.628 -4.978
H: 1.197 1.212 -6.847
H: 2.937 2.951 -6.517
H: 3.061 4.159 -4.357
H: 0.866 3.215 2.997
H: -0.925 -0.080 0.357
H: -1.175 1.323 1.389
H: -1.709 -1.612 2.069
H: -2.948 -0.411 1.669
H: -1.307 2.848 4.833
H: -2.229 5.100 4.438
H: -4.337 5.373 3.168
H: -5.520 3.368 2.314
H: -4.620 1.126 2.741
H: 1.912 -1.105 3.507
H: 4.116 -1.637 4.511
H: 6.085 -0.243 3.968
H: 5.847 1.672 2.423
H: 3.643 2.210 1.454
S: 6.820 -7.389 0.482
C: 5.782 -6.132 0.079
S: 4.546 -6.237 -1.097
C: 3.903 -4.601 -1.017
C: 4.525 -3.783 -0.115
S: 4.226 -2.142 0.358
S: 5.861 -4.558 0.741
S: 2.565 -4.266 -2.079
C: 2.666 -5.902 2.205
N: 1.681 -4.842 2.244
C: 0.861 -4.502 3.291
C: 0.110 -3.454 2.842
N: 0.444 -3.148 1.550
C: 1.389 -4.001 1.228
H: 3.185 -5.960 3.161
H: 3.393 -5.674 1.429
H: 2.200 -6.865 1.987
H: 0.909 -5.007 4.240
H: -0.621 -2.890 3.399
H: 1.892 -4.059 0.274
C: -0.796 -2.096 -4.014
C: 0.625 -2.041 -4.528
O: 1.432 -1.393 -3.575
C: 2.743 -1.148 -4.075
C: 3.593 -0.511 -3.002
H: -1.452 -2.560 -4.754
H: -1.176 -1.095 -3.796
H: -0.869 -2.671 -3.092
H: 0.674 -1.492 -5.484
H: 1.018 -3.051 -4.711
H: 2.651 -0.486 -4.947
H: 3.183 -2.101 -4.395
H: 3.081 0.345 -2.556
H: 4.520 -0.143 -3.449
H: 3.849 -1.222 -2.217

***

[4]
Molecular formula: C54H52FI2N2O15S
Method: DFT, ωB97M-V/def2-TZVPD

Properties
**Total charge**: +1
**HOMO**: -11.25 eV
**HOMO-LUMO gap**: 6.81 eV

Positions of all 127 atoms, in Å:
C: 7.413 -3.172 2.313
C: 8.084 -2.009 1.469
O: 7.061 -1.048 1.149
C: 6.452 -0.501 2.309
C: 6.046 1.017 1.981
O: 6.154 1.195 0.571
C: 4.949 1.656 -0.017
C: 3.756 0.627 0.074
O: 2.536 1.397 0.117
C: 1.748 1.163 1.249
N: 0.335 1.144 0.773
N: 0.004 2.222 0.077
C: -1.208 2.249 -0.415
C: -1.527 3.517 -1.266
C: -2.308 1.287 -0.297
S: -3.913 1.480 -1.036
C: -1.917 0.098 0.493
C: -2.868 -1.089 0.738
C: -3.311 -1.276 2.226
C: -4.186 -2.586 2.267
F: -3.363 -3.725 2.137
C: -0.557 0.172 0.963
C: -0.106 -1.045 1.799
I: 0.457 -2.885 0.886
C: -0.067 -0.894 3.140
C: -0.480 0.434 3.848
I: 0.541 -2.472 4.476
H: 7.419 -2.862 3.379
H: 6.357 -3.324 1.988
H: 7.987 -4.103 2.122
H: 8.480 -2.420 0.518
H: 8.886 -1.482 2.040
H: 5.514 -1.087 2.480
H: 7.123 -0.463 3.196
H: 5.022 1.192 2.385
H: 6.727 1.747 2.475
H: 5.082 2.012 -1.078
H: 4.597 2.564 0.552
H: 3.742 0.077 -0.902
H: 3.875 -0.125 0.883
H: 1.824 2.074 1.902
H: 2.029 0.296 1.873
H: -0.785 4.325 -1.078
H: -2.579 3.843 -1.145
H: -1.350 3.196 -2.324
H: -4.485 0.251 -1.224
H: -2.491 -2.045 0.302
H: -3.796 -0.855 0.163
H: -3.982 -0.458 2.568
H: -2.480 -1.444 2.940
H: -4.812 -2.565 1.337
H: -4.845 -2.639 3.156
H: -1.522 0.731 3.577
H: -0.482 0.318 4.957
H: 0.237 1.255 3.627
C: 6.749 3.069 -3.313
C: 7.683 2.893 -4.245
C: 7.319 2.721 -5.672
O: 8.167 2.558 -6.524
C: 5.878 2.756 -6.021
C: 4.946 2.933 -5.087
C: 5.312 3.104 -3.661
O: 4.456 3.268 -2.809
H: 6.996 3.195 -2.266
H: 8.732 2.864 -4.011
H: 5.631 2.629 -7.068
H: 3.889 2.960 -5.321
C: -4.393 5.596 -5.441
C: -3.364 4.774 -5.246
C: -3.493 3.573 -4.390
O: -2.554 2.822 -4.209
C: -4.808 3.320 -3.760
C: -5.838 4.140 -3.954
C: -5.710 5.344 -4.811
O: -6.648 6.090 -4.989
H: -4.318 6.479 -6.063
H: -2.395 4.942 -5.699
H: -4.879 2.434 -3.138
H: -6.807 3.971 -3.501
C: -6.969 -5.495 1.289
C: -6.640 -5.337 2.569
C: -7.671 -5.333 3.633
O: -7.368 -5.187 4.800
C: -9.081 -5.514 3.219
C: -9.411 -5.672 1.938
C: -8.381 -5.675 0.874
O: -8.678 -5.820 -0.294
H: -6.229 -5.499 0.498
H: -5.613 -5.205 2.889
H: -9.818 -5.510 4.007
H: -10.436 -5.805 1.618
C: 2.071 -0.409 -5.713
C: 2.362 -1.672 -5.403
C: 2.467 -2.113 -3.993
O: 2.734 -3.261 -3.708
C: 2.234 -1.096 -2.941
C: 1.943 0.167 -3.249
C: 1.838 0.608 -4.661
O: 1.571 1.757 -4.943
H: 1.991 -0.069 -6.738
H: 2.534 -2.428 -6.159
H: 2.314 -1.436 -1.915
H: 1.771 0.924 -2.492
C: -12.643 -6.545 7.909
C: -11.690 -6.679 6.990
C: -12.025 -6.870 5.560
O: -11.153 -6.994 4.720
C: -13.458 -6.904 5.191
C: -14.412 -6.770 6.110
C: -14.078 -6.579 7.541
O: -14.946 -6.455 8.379
H: -12.418 -6.406 8.959
H: -10.637 -6.657 7.240
H: -13.682 -7.043 4.141
H: -15.465 -6.793 5.858
C: 9.728 6.321 -0.073
C: 9.333 5.281 -0.804
C: 10.033 4.912 -2.055
O: 9.671 3.963 -2.724
C: 11.189 5.742 -2.463
C: 11.585 6.783 -1.733
C: 10.885 7.153 -0.480
O: 11.245 8.099 0.187
H: 9.228 6.606 0.844
H: 8.491 4.662 -0.521
H: 11.688 5.456 -3.380
H: 12.427 7.401 -2.016

***

The records above give, respectively, energy relative to the best compared isomer or geometry (same formula, charge and spin) values of 11.0; 60.7; 0.0; 0.0 kcal per mole.